3 unconnected molecules or ions with the total composition C9H20BO5P, computed with the ωB97M-V functional and the def2-TZVPD basis.

```
36
Properties=species:S:1:pos:R:3:forces:R:3:mulliken_charge:R:1
O 2.700149 0.706477 1.510919 0.1 -0.1 -0.1 -0.649
P 2.617561 1.588573 0.313368 -0.2 -0.3 0.5 0.276
B 1.123098 1.316864 -0.882489 0.1 0.1 -0.2 0.249
C 0.173761 0.106566 -0.716300 -0.4 0.1 -0.1 -0.538
C -0.922907 0.401708 0.351230 0.5 -0.2 0.4 -0.357
C -1.423906 1.819633 0.390095 -0.2 0.0 0.3 0.469
O -1.471502 2.496736 1.388949 0.1 0.0 -0.3 -0.570
O -1.838308 2.285603 -0.806289 0.1 0.2 0.0 -0.428
H 3.750938 1.556416 -0.537902 0.0 0.2 -0.1 0.043
H 2.548073 2.962936 0.640363 0.1 0.1 -0.2 0.040
H 0.942224 2.149260 -1.719576 0.1 0.0 0.0 -0.069
H 0.725315 -0.788528 -0.411010 -0.1 0.1 0.1 0.351
H -0.308494 -0.110221 -1.665928 0.0 0.1 0.1 0.283
H -0.519129 0.206455 1.347535 -0.1 0.0 -0.1 0.196
H -1.771809 -0.272650 0.205416 0.1 0.1 -0.1 0.393
H -2.076023 3.218320 -0.661063 -0.1 -0.2 -0.1 0.343
C -1.648743 0.803723 4.326663 -0.1 -0.1 -0.1 -0.920
C -1.750192 -0.662811 4.661270 0.0 0.0 0.0 0.859
O -2.149520 -1.472141 3.856049 0.0 0.0 0.0 -0.559
C -1.325608 -1.076103 6.051030 0.0 -0.1 -0.1 -1.127
H -1.976922 0.971555 3.305633 0.0 0.0 0.0 0.059
H -2.270363 1.390650 5.005340 0.1 0.0 0.1 0.422
H -0.615797 1.142260 4.424699 0.0 0.0 0.1 0.331
H -1.934881 -0.562159 6.796341 0.1 0.1 0.0 0.317
H -0.281511 -0.806355 6.217178 0.0 0.1 0.0 0.309
H -1.444035 -2.150797 6.165955 0.0 0.0 0.0 0.311
C 0.029388 -2.222462 -5.453048 -0.1 0.0 0.1 -1.149
C 0.877193 -1.566778 -4.392217 0.0 0.0 0.0 0.784
O 0.423321 -1.268820 -3.310892 0.1 -0.1 -0.3 -0.480
C 2.320028 -1.300476 -4.744539 0.0 0.1 0.1 -1.069
H -0.982218 -2.359914 -5.079810 0.0 0.0 0.0 0.291
H 0.004038 -1.600337 -6.349102 0.1 0.0 0.0 0.341
H 0.451412 -3.192106 -5.721700 0.0 0.0 -0.1 0.339
H 2.377408 -0.644422 -5.614510 0.0 -0.1 -0.1 0.338
H 2.824433 -2.236683 -4.988208 0.0 0.0 -0.1 0.346
H 2.823532 -0.829972 -3.903449 0.0 0.0 0.0 0.228
```
Positions in Å, forces in eV/Å.

As for the energy above the lowest of the compared OMol25 structures with the same formula, charge and spin: 2.4 kcal/mol. The gap between HOMO and LUMO is 8.895 eV. The SMILES is O=[PH2]BCCC(=O)O.CC(C)=O.CC(C)=O. The charge is 0. The value obtained for the HOMO energy is -9.29 eV.